Entry from the Open Molecules 2025 dataset: a cluster of 2 separate species, C8H4ClN5 in total in a non-equilibrium geometry (ωB97M-V/def2-TZVPD).

XYZ file:
```
18
Properties=species:S:1:pos:R:3:forces:R:3:lowdin_charge:R:1
C 0.931 4.165 -0.739 0.7267 0.0519 0.1156 -0.188
C 1.424 1.211 -1.594 1.4457 -0.2054 -1.7105 -0.203
C -1.260 1.628 0.707 1.7012 -0.3281 -2.1017 -0.186
C -0.512 -0.428 0.281 -0.9379 0.2492 1.1849 -0.253
C -0.922 3.029 0.555 -0.1916 -1.2594 0.9032 0.121
C 0.201 3.053 -0.243 -0.3472 1.3409 -0.5866 -0.261
C 0.569 1.755 -0.657 0.5656 -0.4467 1.3054 -0.297
C 0.224 -1.609 -0.152 1.2812 -0.0001 -1.5095 0.004
N 1.728 4.880 -1.156 -0.3674 0.2835 -0.0613 0.201
N 2.040 0.625 -2.370 -0.0914 0.1725 0.0772 0.236
N -2.040 0.739 1.272 -0.9507 3.6779 1.5806 0.083
N -1.540 -0.430 1.146 1.4662 -3.4450 -1.8101 0.065
N -0.278 0.890 -0.090 -3.1047 0.0888 2.6717 0.102
Cl 2.682 2.006 1.004 -0.6135 -0.1882 -0.3535 0.137
H -1.304 3.818 1.201 -0.0474 -0.0742 -0.6320 0.141
H 1.242 -1.229 -0.439 -0.7948 -0.7616 -0.0722 0.090
H 0.359 -2.391 0.588 -0.3288 0.2650 0.3548 0.091
H -0.281 -2.089 -1.036 0.5889 0.5788 0.6441 0.118
```
Forces are in eV/Å.

Summary:
Highest occupied orbital energy (spin up / spin down), eV: -10.092 / -9.680
Energy relative to the best compared isomer or geometry (same formula, charge and spin), kcal per mole: 43.9
Lowest unoccupied orbital energy (spin up / spin down), eV: -3.486 / -3.803
Kohn-Sham gap (spin up / spin down), eV: 6.6 / 5.9
Total energy, hartree: -1041.0717